Density functional theory data (the ωB97M-V functional and the def2-TZVPD basis) for C31H41BiN9 as an isolated structure.

The highest occupied orbital energy is -16.09 eV. As for the HOMO-LUMO gap: 7.26 eV. The total energy is -1912.46845 a.u. Its strongest force on any atom is 0.0048 Eh/bohr.

Structure (ORCA input):
```
! RIJCOSX wB97M-V def2-TZVPD def2/J DEFGRID3
* xyz 3 1
Bi 1.39064 -0.65566 0.26549
C 3.25085 3.76874 0.80636
C 2.55802 2.50275 0.42018
N 2.34868 1.49321 1.16144
C 2.59407 1.36097 2.58650
C 1.23684 1.10785 3.26823
N 0.40634 0.14584 2.50571
C -0.17588 -0.98217 3.26478
C -0.49516 -2.18367 2.34144
N -0.67616 -1.71230 0.96259
C -0.94300 -2.73205 -0.05952
C -1.16469 -2.02529 -1.40664
N -0.31250 -0.84223 -1.49697
C -0.44388 0.03873 -2.40815
C -1.41864 -0.08141 -3.53453
C 0.44724 1.24673 -2.30977
C 0.51077 2.22900 -3.28775
C 1.35050 3.31572 -3.08654
C 2.07119 3.41986 -1.90662
C 1.94664 2.41301 -0.95981
N 1.17077 1.34983 -1.19213
H 3.72491 3.70210 1.77964
H 2.53295 4.59264 0.82192
H 4.01881 4.02105 0.07387
H 3.06790 2.22849 3.04361
H 3.25213 0.49904 2.73141
H 0.70766 2.05666 3.36126
H 1.41299 0.74293 4.27917
H -0.36347 0.65362 2.06833
H -1.08304 -0.66253 3.77936
H 0.53265 -1.29863 4.02839
H -1.38889 -2.69202 2.70685
H 0.31895 -2.91298 2.34896
H -1.38549 -0.96137 0.93803
H -1.82546 -3.32743 0.18053
H -0.08715 -3.41367 -0.10794
H -2.21231 -1.72905 -1.48977
H -0.95622 -2.71285 -2.22926
H -2.34196 -0.54993 -3.19764
H -1.00027 -0.73171 -4.30960
H -1.66341 0.87220 -3.99095
H -0.06711 2.16066 -4.19753
H 1.42326 4.09063 -3.83839
H 2.71061 4.27382 -1.73615
C 3.10652 -2.33060 -3.93582
C 3.64069 -3.57381 -3.64010
C 3.70055 -3.98438 -2.31979
C 3.21278 -3.15729 -1.31503
N 2.64827 -1.97079 -1.61409
C 2.62138 -1.57130 -2.89071
C 3.37511 -3.50721 0.12878
C 4.08369 -4.63120 0.53380
C 4.33023 -4.84137 1.88148
C 3.85691 -3.92755 2.80784
C 3.12971 -2.85335 2.33636
N 2.88485 -2.64589 1.03819
H 3.06998 -1.95740 -4.94961
H 4.02615 -4.21070 -4.42535
H 4.14095 -4.94211 -2.09027
H 2.20473 -0.58880 -3.07656
H 4.45921 -5.34368 -0.18393
H 4.89677 -5.70667 2.19919
H 4.03949 -4.04853 3.86620
H 2.72198 -2.12019 3.02595
N -2.25533 0.63214 0.77768
C -3.33783 1.04388 0.62874
N -4.54052 1.49318 0.46135
C -5.49333 1.59625 1.59384
C -5.86589 3.05260 1.83800
C -6.33870 3.72651 0.54831
C -5.29134 3.58946 -0.55772
C -4.98357 2.11910 -0.80043
H -5.03781 1.14045 2.47047
H -6.37841 1.01557 1.32584
H -5.00513 3.58742 2.24793
H -6.65601 3.07799 2.58915
H -6.54710 4.77869 0.73695
H -7.27496 3.26702 0.21759
H -4.37248 4.10854 -0.27010
H -5.65041 4.03697 -1.48535
H -4.21411 1.97213 -1.55750
H -5.88771 1.59580 -1.11969
*
```


Density functional theory data (the ωB97M-V functional and the def2-TZVPD basis) for C31H41GaN6PSi as an isolated structure in a non-equilibrium geometry.

The highest occupied orbital energy is -15.79 eV. Its energy above the lowest of the compared OMol25 structures with the same formula, charge and spin is 0.000 eV. As for the HOMO-LUMO gap: 5.75 eV. The total energy is -4089.10980 a.u. Its strongest force on any atom is 0.0312 Eh/bohr.

Structure (ORCA input):
```
! RIJCOSX wB97M-V def2-TZVPD def2/J DEFGRID3
* xyz 3 1
Ga 0.63901 1.40760 0.77245
C 1.29089 -0.37431 1.32958
Si 1.51366 -1.30167 -0.29964
C 1.48288 0.08203 -1.62970
N 0.65228 1.27591 -1.33721
C -0.76805 1.13470 -1.85112
C -1.22297 2.31566 -2.69715
C -0.24617 2.50199 -3.85544
C 1.18441 2.75096 -3.33740
C 1.28144 2.55440 -1.83060
C 3.14384 -2.15184 -0.43824
C 3.47184 -2.72457 -1.67352
C 4.60215 -3.51538 -1.80512
C 5.42014 -3.74285 -0.70499
C 5.10805 -3.18046 0.52455
C 3.97497 -2.38986 0.65908
C 0.11238 -2.52477 -0.37623
C -0.56540 -2.86026 -1.55037
C -1.51199 -3.87694 -1.56623
C -1.79220 -4.58241 -0.40406
C -1.10687 -4.28377 0.76975
C -0.15936 -3.26853 0.78028
H 2.19800 -0.20864 1.91472
H 0.53679 -0.81668 1.97791
H 1.18596 -0.36364 -2.58371
H 2.52336 0.39461 -1.74282
H -1.43568 0.98801 -1.00586
H -0.81723 0.23432 -2.46536
H -1.31528 3.22574 -2.09802
H -2.21826 2.09035 -3.08222
H -0.56832 3.32130 -4.49400
H -0.26766 1.59563 -4.46373
H 1.49546 3.77767 -3.53301
H 1.89724 2.10699 -3.85229
H 0.78625 3.38276 -1.32106
H 2.32434 2.55410 -1.52263
H 2.84016 -2.56562 -2.54355
H 4.84244 -3.95741 -2.76284
H 6.30184 -4.36087 -0.80790
H 5.74111 -3.36316 1.38272
H 3.74111 -1.96849 1.63141
H -0.35010 -2.33476 -2.47626
H -2.01674 -4.13461 -2.48827
H -2.51854 -5.38442 -0.41836
H -1.28431 -4.86532 1.66625
H 0.39871 -3.08372 1.69343
C -5.18224 0.13892 2.79374
N -4.01450 -0.81816 3.10139
C -4.09112 -1.98879 2.10424
N -4.09004 -1.50000 0.77201
C -5.20186 -0.58225 0.53079
N -5.12366 0.55907 1.43914
C -4.02593 1.46327 1.13263
P -2.37284 0.59842 1.31357
C -2.70144 -0.10311 3.01571
C -2.80724 -0.95677 0.35583
H -5.11776 0.97998 3.48264
H -6.10070 -0.41516 2.98411
H -4.12788 -1.18697 4.04896
H -5.01114 -2.52955 2.32322
H -3.23207 -2.63571 2.28201
H -6.14706 -1.10334 0.68053
H -5.16046 -0.22978 -0.49783
H -4.06111 2.32744 1.79800
H -4.13224 1.82987 0.11102
H -2.70490 0.71077 3.74170
H -1.90439 -0.79451 3.29175
H -2.02145 -1.70004 0.49972
H -2.84467 -0.72282 -0.70826
N 6.02246 6.35557 0.92170
C 5.16928 5.59483 1.02718
C 4.10052 4.64315 1.11361
C 4.33341 3.29873 0.81611
C 3.26846 2.43009 0.82413
N 2.01626 2.83774 1.11287
C 1.79779 4.12398 1.44541
C 2.81362 5.05224 1.46031
H 5.32813 2.94745 0.57950
H 3.40353 1.37929 0.59183
H 0.78459 4.40649 1.69779
H 2.61309 6.07986 1.72973
*
```


Density functional theory data (the ωB97M-V functional and the def2-TZVPD basis) for C31H41IrNO3P2 as an isolated structure in a non-equilibrium geometry.

The highest occupied orbital energy is -10.23 eV. Its energy above the lowest of the compared OMol25 structures with the same formula, charge and spin is 1.012 eV. As for the HOMO-LUMO gap: 6.46 eV. The total energy is -2273.21621 a.u. Its strongest force on any atom is 0.0272 Eh/bohr.

Structure (ORCA input):
```
! RIJCOSX wB97M-V def2-TZVPD def2/J DEFGRID3
* xyz 1 1
Ir -0.01739 -0.22505 0.53478
C 0.94349 3.38112 2.13757
C -0.39447 2.89959 2.67829
C -1.27672 4.12794 2.92626
P -1.08851 1.60301 1.55763
C -2.47319 0.73457 2.41247
C -3.70753 1.56613 2.76492
C -2.93153 -0.48323 1.59859
C -1.67949 2.37407 0.05295
C -2.70463 3.32139 0.03107
C -3.14373 3.86310 -1.15931
C -2.54713 3.42596 -2.33176
C -1.52856 2.48960 -2.33687
C -1.05124 1.94078 -1.13894
N 0.00735 1.02198 -1.00203
C 1.03655 0.72806 -1.91942
C 1.02113 0.93792 -3.30504
C 2.12250 0.62871 -4.08089
C 3.27877 0.08356 -3.53876
C 3.30586 -0.17218 -2.18487
C 2.21121 0.14378 -1.37937
P 2.18682 -0.20565 0.38167
C 3.26081 0.98886 1.24657
C 4.69643 1.06349 0.71419
C 3.21477 0.79747 2.76441
C 2.71444 -1.94838 0.69966
C 4.21829 -2.23960 0.70146
C 2.13606 -2.48680 2.01773
H 1.40016 4.07428 2.84430
H 1.61085 2.54369 1.99386
H 0.81873 3.90175 1.18517
H -0.23075 2.37616 3.62765
H -1.43745 4.68066 2.00163
H -2.23891 3.90933 3.37529
H -0.74717 4.79107 3.61191
H -2.00671 0.37903 3.33990
H -4.26269 1.83884 1.86705
H -4.36333 0.94114 3.37359
H -3.49613 2.46123 3.33748
H -3.35138 -0.17209 0.63824
H -2.14377 -1.21571 1.41639
H -3.71468 -1.00794 2.14677
H -3.15428 3.64260 0.96001
H -3.93604 4.59759 -1.17586
H -2.88760 3.80960 -3.28494
H -1.15761 2.19549 -3.29629
H 0.15342 1.29000 -3.82386
H 2.05979 0.80378 -5.14703
H 4.12826 -0.15303 -4.16327
H 4.18808 -0.61810 -1.74549
H 2.79332 1.93824 0.97838
H 5.26529 0.15713 0.88951
H 4.72593 1.29870 -0.34871
H 5.20187 1.87345 1.24280
H 3.82610 -0.05286 3.06730
H 3.61463 1.68305 3.25969
H 2.20120 0.63224 3.13650
H 2.24257 -2.46741 -0.14017
H 4.71451 -1.75589 1.54078
H 4.34783 -3.31517 0.83141
H 4.72978 -1.96193 -0.21828
H 2.66501 -2.06587 2.87331
H 1.07189 -2.29926 2.14105
H 2.27373 -3.56838 2.04256
O -2.15798 -4.60837 -2.58372
C -2.08177 -4.93950 -1.28914
C -2.67729 -6.14105 -0.89440
C -2.63216 -6.53294 0.42377
C -1.99637 -5.74653 1.39046
C -1.40868 -4.56487 1.00668
C -1.43786 -4.13878 -0.32917
C -0.82630 -2.87467 -0.74911
O -0.80058 -2.46534 -1.90090
O -0.28169 -2.14716 0.22716
H -1.68173 -3.75721 -2.70352
H -3.16365 -6.74397 -1.64866
H -3.09536 -7.46783 0.71206
H -1.96840 -6.06584 2.42268
H -0.90642 -3.94339 1.73657
*
```